Formula: C17H22F3N3O3S
Source: the OMol25 dataset
Level of theory: ωB97M-V/def2-TZVPD

The value obtained for the frontier orbital gap is 6.7 eV. The HOMO energy is -0.3042 hartree. The structure (SMILES) is COCCCCc1c(CCC(N)=O)cc(C[C@H](O)C(F)(F)F)c2nsnc12. Its LUMO energy is -1.61 eV. The multiplicity is 1. The total energy comes out at -47570.218 eV.

Positions of all 49 atoms, in Å:
C1 -1.4843 -4.4094 -2.9076
O1 -2.0624 -3.3671 -2.0325
C2 -3.2939 -2.7965 -2.6009
C3 -3.7445 -1.3964 -1.8054
C4 -2.6501 -0.2249 -2.2815
C5 -2.3617 0.8654 -1.0915
C6 -0.7795 1.1994 -0.8213
C7 -0.3247 1.6872 0.6996
C8 -1.3535 1.8985 1.9670
C9 -0.5826 1.3744 3.3165
C10 -1.5663 0.9224 4.5480
N1 -1.6416 -0.5764 4.8689
O2 -2.2834 1.7287 5.3355
C11 1.2828 2.0146 0.9979
C12 2.4176 1.8599 -0.2164
C13 4.0098 2.1709 0.1876
C14 4.6739 0.7295 0.6477
O3 4.8744 -0.1709 -0.5268
C15 3.9112 0.0048 1.9076
F1 4.8910 -1.0046 2.4589
F2 3.5974 0.9175 3.0363
F3 2.7029 -0.7842 1.5207
C16 2.0581 1.4150 -1.7635
N2 2.9336 1.2496 -2.9908
S1 1.8370 0.7348 -4.2840
N3 0.2909 0.7359 -3.4018
C17 0.4331 1.1090 -1.9412
H1 -0.3735 -4.6794 -2.6043
H2 -2.1125 -5.3898 -2.7661
H3 -1.4547 -4.1192 -4.0468
H4 -4.1589 -3.6132 -2.5784
H5 -3.0862 -2.5361 -3.7321
H6 -4.8502 -1.1219 -2.1554
H7 -3.7799 -1.5285 -0.6427
H8 -3.2030 0.3691 -3.1536
H9 -1.7110 -0.8152 -2.6562
H10 -2.8268 0.4401 -0.1042
H11 -2.9076 1.8727 -1.3329
H12 -2.4276 1.4608 1.8057
H13 -1.4984 3.0789 2.0717
H14 0.1250 2.2621 3.6656
H15 0.1187 0.4482 3.0803
H16 -0.7433 -0.7665 5.4067
H17 -1.4763 -1.0634 3.9386
H18 1.6939 2.3699 2.0470
H19 4.5920 2.5116 -0.7727
H20 4.0868 3.0034 1.0307
H21 5.7761 0.9870 1.0269
H22 4.4319 -1.0578 -0.3551